C6H9N3 as an isolated structure in a non-equilibrium geometry. Source: OMol25; level of theory: ωB97M-V/def2-TZVPD.

Geometry as XYZ:
```
18
Properties=species:S:1:pos:R:3
C 0.599 0.791 -2.641
C 0.138 -0.488 -2.317
C 0.509 0.746 -0.659
C -0.113 -0.783 0.498
C -1.511 -1.248 0.858
C 0.720 1.159 1.993
N 0.838 1.556 -1.598
N 0.079 -0.456 -0.990
N 0.135 0.594 0.755
H 0.980 0.987 -3.657
H -0.049 -1.371 -2.802
H 0.712 -1.517 0.699
H -2.311 -0.599 0.430
H -1.541 -1.256 1.990
H -1.839 -2.146 0.356
H -0.037 1.378 2.687
H 1.454 0.521 2.576
H 1.237 2.133 1.820
```

The calculation puts the largest force on an atom at 0.10211 hartree/bohr. Its spin multiplicity is 1. The calculation puts the HOMO energy at -0.2792 hartree. The total energy comes out at -10835.27807 eV.


A 2-piece molecular cluster, C5H16NSi overall in a non-equilibrium geometry. Source: OMol25; level of theory: ωB97M-V/def2-TZVPD.

Geometry as XYZ:
```
23
Properties=species:S:1:pos:R:3
C -2.482 -1.278 0.365
C 1.574 0.311 -1.659
C 2.042 -1.843 0.610
C -2.615 0.126 0.244
C 0.202 1.011 0.758
N 0.284 2.407 0.201
Si 1.693 -0.057 0.184
H -3.320 -1.866 -0.187
H -2.361 -1.460 1.411
H -1.660 -1.640 -0.313
H 2.525 0.194 -2.043
H 0.822 -0.401 -1.985
H 1.106 1.227 -1.913
H 3.130 -2.076 0.548
H 1.745 -2.235 1.608
H 1.633 -2.562 -0.227
H -2.358 0.648 -0.727
H -2.746 0.806 1.067
H -0.427 0.931 1.570
H -0.622 2.793 -0.137
H 0.780 3.070 0.841
H 0.748 2.327 -0.645
H 3.038 0.482 0.834
```

The calculation puts the largest force on an atom at 0.08036 hartree/bohr. Its spin multiplicity is 1. The calculation puts the HOMO energy (alpha / beta) at -0.4207 / -0.4896 hartree. As for the charge: +1. The total energy comes out at -14800.92442 eV.


One molecule with the formula C6H9ClF3NO3 in a non-equilibrium geometry. Source: OMol25; level of theory: ωB97M-V/def2-TZVPD.

Geometry as XYZ:
```
23
Properties=species:S:1:pos:R:3
C -1.837 -1.288 0.661
C -1.830 0.538 -1.168
C 0.398 -0.275 -0.116
C 1.190 0.980 -0.023
C -1.082 0.046 0.087
C 2.526 0.677 -0.812
N 0.857 -1.208 1.022
O 1.414 -2.187 0.652
O 0.582 -0.848 2.143
O -1.251 1.122 0.928
F 3.462 1.567 -0.646
F 3.053 -0.456 -0.316
F 2.346 0.508 -2.147
Cl 1.730 1.726 1.592
H -1.599 -1.158 1.674
H -1.604 -2.250 0.191
H -2.880 -1.074 0.497
H -1.395 1.499 -1.650
H -2.872 0.557 -0.972
H -1.681 -0.330 -1.841
H 0.635 -0.797 -1.098
H 0.620 1.824 -0.418
H -0.780 0.827 1.759
```

Its SMILES is CC(C)(O)[C@@H]([C@@H](Cl)C(F)(F)F)[N+](=O)[O-]. The calculation puts the largest force on an atom at 0.06589 hartree/bohr. Its spin multiplicity is 1. The calculation puts the HOMO energy at -0.3970 hartree. The total energy comes out at -34672.06892 eV.


C5H7NO as an isolated structure. Source: OMol25; level of theory: ωB97M-V/def2-TZVPD.

Geometry as XYZ:
```
14
Properties=species:S:1:pos:R:3
N -1.360 -1.355 2.064
C -1.025 -0.540 1.166
O -0.656 0.737 1.094
C -0.028 1.521 -0.659
C 1.194 0.636 -0.755
C 0.523 -0.750 -0.847
C -0.840 -0.474 -0.255
H -1.334 -0.903 2.979
H 0.139 2.451 -0.101
H 1.928 0.696 0.061
H 1.711 0.892 -1.690
H 1.041 -1.528 -0.278
H 0.403 -1.074 -1.885
H -1.699 -0.309 -0.895
```

The calculation puts the largest force on an atom at 0.00815 hartree/bohr. Its spin multiplicity is 1. The calculation puts the HOMO energy (alpha / beta) at -0.3068 / -0.3068 hartree. The total energy comes out at -8829.62130 eV.


A 2-piece molecular cluster, C5H5BrO2S2 overall in a non-equilibrium geometry. Source: OMol25; level of theory: ωB97M-V/def2-TZVPD.

Geometry as XYZ:
```
15
Properties=species:S:1:pos:R:3
C -1.743 -1.374 0.060
C -2.521 -0.339 -0.280
C -0.422 -1.224 -0.459
C -0.256 -0.059 -1.201
C 1.348 1.277 0.809
O 1.197 0.703 1.966
O 2.698 1.678 -1.356
S -1.712 0.847 -1.294
S 2.806 0.980 0.006
Br 1.011 -2.417 0.025
H -2.073 -2.308 0.606
H -3.480 -0.190 0.172
H 0.522 1.567 0.362
H 2.066 0.412 2.288
H 0.559 0.446 -1.704
```

The calculation puts the largest force on an atom at 0.12931 hartree/bohr. Its spin multiplicity is 1. The calculation puts the HOMO energy (alpha / beta) at -0.3149 / -0.3149 hartree. The total energy comes out at -101071.13555 eV.


A 2-piece molecular cluster, C10H16O overall in a non-equilibrium geometry. Source: OMol25; level of theory: ωB97M-V/def2-TZVPD.

Geometry as XYZ:
```
27
Properties=species:S:1:pos:R:3
C -2.525 0.004 -1.060
C -1.761 -0.689 -2.166
C -2.989 -0.912 0.116
H -3.377 0.572 -1.442
H -1.899 0.747 -0.539
H -2.285 -1.505 -2.665
H -1.520 0.145 -2.853
H -3.653 -1.664 -0.316
H -3.447 -0.244 0.841
H -0.721 -0.929 -1.919
H -2.127 -1.397 0.555
C 1.373 2.519 1.943
C 1.241 1.158 -0.141
C 1.315 1.163 1.250
C 1.739 0.085 -0.856
C 1.577 -0.035 1.908
C 1.862 -1.184 -0.223
C 1.825 -1.180 1.158
O 2.050 -2.190 -1.124
H 1.087 2.104 -0.660
H 1.889 0.040 -1.935
H 2.421 2.689 2.193
H 0.843 2.441 2.887
H 1.589 0.029 2.995
H 1.824 -2.186 1.583
H 2.668 -2.865 -0.817
H 1.002 3.285 1.286
```

Its SMILES is Cc1ccc(O)cc1.CCC. The calculation puts the largest force on an atom at 0.06252 hartree/bohr. Its spin multiplicity is 1. The calculation puts the HOMO energy at -0.3106 hartree. The total energy comes out at -12676.16074 eV.


Question: Among the records above, which one has the highest largest force on an atom?
Answer: C5H5BrO2S2


Question: Among the records above, which one has the highest largest force on an atom?
Answer: C5H5BrO2S2